The following is a quantum chemistry calculation of an isolated ion of composition C11H17N4 and charge +1 in a non-equilibrium geometry, from the OMol25 dataset.

Geometry as XYZ:
```
32
Properties=species:S:1:pos:R:3:nbo_charge:R:1
N 0.8164 1.2800 0.6878 -0.27
N -1.2653 -2.7150 -1.4268 -0.40
N 0.0908 0.9065 -0.4570 -0.04
N -2.0420 1.0237 0.6347 -0.48
C 2.1146 0.5482 0.6903 -0.22
C -2.3244 -1.2748 -0.0500 -0.37
C 1.1572 2.7544 0.8343 -0.23
C -0.2739 -3.3120 -2.2772 -0.40
C 2.6783 2.8250 0.9540 -0.42
C -2.3951 -3.3448 -0.9558 -0.06
C -2.5625 -0.1222 0.7682 0.18
C 3.0813 1.4383 1.4515 -0.42
C -1.2834 -1.5008 -0.8972 0.39
C -1.2264 1.4366 -0.4950 -0.18
C -3.0613 -2.5050 -0.1086 -0.23
H -1.6488 1.0666 -1.4399 0.23
H 2.4095 0.4653 -0.3578 0.24
H -2.6321 -4.3460 -1.2555 0.23
H 3.1263 3.0153 -0.0216 0.23
H 0.3201 -4.0323 -1.7105 0.22
H 2.9483 1.3388 2.5305 0.22
H 1.9878 -0.4493 1.1065 0.24
H 0.2718 1.0195 1.5251 0.45
H 0.6537 3.1487 1.7174 0.24
H 4.1163 1.2017 1.2147 0.25
H 0.7975 3.2845 -0.0458 0.24
H -3.9890 -2.6853 0.3966 0.24
H -3.2265 -0.2529 1.6161 0.21
H -0.7574 -3.8357 -3.1019 0.23
H 0.3804 -2.5373 -2.6715 0.22
H 2.9883 3.6224 1.6245 0.25
H -1.2505 2.5378 -0.4801 0.21
```

Computed properties:
LUMO level (alpha / beta), eV: -5.3 / -4.2
Spin multiplicity: 1
Total charge: +1
Energy, eV: -17631.1549
Kohn-Sham gap (alpha / beta), eV: 6.597 / 7.451
ΔE to the lowest compared entry with this formula, charge and spin, kcal/mol: 163.42


The following is a quantum chemistry calculation of C11H17N5O4 as an isolated structure in a non-equilibrium geometry, from the OMol25 dataset.

Geometry as XYZ:
```
37
Properties=species:S:1:pos:R:3:nbo_charge:R:1
O 3.9491 -2.2558 0.9839 -0.68
O 1.7740 -2.8284 0.8068 -0.59
O 0.6198 0.6064 1.4553 -0.63
O 3.1448 3.2075 0.8697 -0.58
N -4.1569 -0.5629 -0.6481 -0.53
N 1.3354 2.5315 -0.5517 -0.87
N 1.2516 -0.4717 -0.6793 -0.67
N -5.6806 0.5834 0.4777 -0.52
N -1.1072 -1.4341 -1.1584 -0.84
C 2.5743 -1.0011 -0.6389 -0.16
C 3.7836 1.4423 -0.8021 -0.52
C -4.3922 0.8362 1.1816 -0.15
C -1.1116 -0.3179 -0.3461 -0.13
C 2.7281 -2.1562 0.3640 0.79
C -5.4543 -0.1324 -0.6074 0.19
C 3.5316 0.1285 -0.1206 -0.39
C 0.3377 -0.1474 0.3777 0.70
C 2.7476 2.5439 -0.1183 0.70
C -2.1251 -0.1837 0.8121 -0.46
C -3.5435 0.0026 0.4405 0.13
H -6.5983 0.9974 0.7476 0.42
H 4.8432 1.8342 -0.6303 0.25
H 2.9516 -1.3740 -1.5501 0.23
H 3.4631 0.2025 1.0204 0.24
H -1.8182 0.7327 1.3900 0.25
H -6.2429 -0.2675 -1.3630 0.21
H 0.3875 2.4154 0.3676 0.41
H 3.6471 1.0791 -1.8166 0.22
H -2.2073 -0.9509 1.5518 0.23
H 4.5485 -0.7762 -0.0860 0.23
H -2.0118 -1.5530 -1.5820 0.41
H 3.9826 -3.0552 1.4234 0.50
H 1.0525 1.6958 -1.0192 0.37
H 0.5486 -1.0387 -1.2303 0.43
H -1.1237 -2.2578 -0.4928 0.37
H -4.3364 1.3528 2.0930 0.22
H -1.2923 0.5726 -0.9220 0.22
```

Computed properties:
LUMO level, eV: 0.3
Spin multiplicity: 1
Total charge: 0
Energy, eV: -27318.7648
Kohn-Sham gap, eV: 9.355
ΔE to the lowest compared entry with this formula, charge and spin, kcal/mol: 161.63


The following is a quantum chemistry calculation of a 2-piece molecular cluster, C11H17NO overall in a non-equilibrium geometry, from the OMol25 dataset.

Geometry as XYZ:
```
30
Properties=species:S:1:pos:R:3:nbo_charge:R:1
O 2.5592 1.5357 1.2909 -0.67
N -3.0320 0.7459 -1.2008 -0.63
C -2.0259 0.5742 -3.4139 -0.41
C 5.0974 0.2928 3.5864 -0.19
C 4.4703 1.0212 2.5785 -0.28
C -2.3960 -1.4674 -1.9985 -0.41
C 4.3914 -0.6670 4.3136 -0.25
C 2.4111 -0.1687 3.0159 -0.30
C 3.1244 0.7889 2.2937 0.31
C -3.4170 -0.6669 -1.1980 -0.22
C 3.0470 -0.8939 4.0238 -0.19
C -3.0613 1.2948 -2.5580 -0.22
C -2.3018 -0.9302 -3.4274 -0.40
H 2.4788 -1.6457 4.5875 0.22
H -4.4197 -0.8233 -1.6402 0.16
H -2.6774 -2.5381 -2.0017 0.21
H -2.8370 2.3775 -2.5046 0.20
H -1.5120 -1.4637 -3.9904 0.21
H 1.6125 1.2682 1.1994 0.48
H 4.8902 -1.2387 5.1073 0.22
H -3.4528 -1.0197 -0.1493 0.20
H -3.6778 1.2774 -0.6031 0.36
H -3.2643 -1.1129 -3.9427 0.19
H -1.4110 -1.3798 -1.5010 0.20
H 1.3521 -0.3487 2.7889 0.21
H -2.0391 0.9827 -4.4427 0.21
H -1.0221 0.7658 -2.9885 0.20
H -4.0565 1.1802 -3.0292 0.16
H 5.0126 1.7792 1.9981 0.23
H 6.1568 0.4801 3.8059 0.22
```

Computed properties:
LUMO level, eV: 0.7
Spin multiplicity: 1
Total charge: 0
Energy, eV: -15220.2462
Kohn-Sham gap, eV: 9.274
ΔE to the lowest compared entry with this formula, charge and spin, kcal/mol: 0.00
SMILES: Oc1ccccc1.C1CCNCC1